{
  "formula": "CHF3GaMgNO3S2",
  "method": "wB97M-V/def2-TZVPD",
  "elements": ["Mg", "N", "S", "O", "S", "O", "C", "F", "F", "F", "Ga", "O", "H"],
  "xyz": [[0.12033, -3.65162, -0.93343], [1.26390, -2.08613, 1.51741], [0.88401, -1.02387, 0.36331], [0.10139, -1.72698, -0.77793], [0.32067, -3.53510, 1.73041], [1.35107, -4.82236, 1.73856], [-0.50772, -0.09076, 1.20886], [-0.16693, 0.17858, 2.45743], [-1.60882, -0.83280, 1.21420], [-0.74588, 1.04867, 0.58585], [0.34335, 0.16632, -3.95738], [0.34377, 0.75606, -2.36231], [1.01890, 1.29998, -1.95724]],
  "e_lumo_ev": [-10.379, -12.615],
  "relative_energy_kj_mol": 0.0,
  "total_charge": 2,
  "orbital_gap_ev": [5.890, 3.412]
}